# 1
ORCA calculation (ωB97M-V/def2-TZVPD) on a cluster of 2 separate species, C4H7IO in total in a non-equilibrium geometry.

energy relative to the best compared isomer or geometry (same formula, charge and spin) = 0.00 kJ/mol
LUMO (spin up / spin down) = 0.589 / -2.723 eV
F_max = 7.767 eV/Å
⟨S²⟩ = 2.025

Geometry as ORCA input:
```
! wB97M-V def2-TZVPD RIJCOSX def2/J DEFGRID3
* xyz 0 3
C 0.131 -1.189 0.509
C 0.427 0.647 -1.152
C 1.409 0.639 1.084
C 0.764 0.017 0.124
O -0.646 -1.710 -0.219
I -3.178 0.327 -0.107
H 0.310 -1.535 1.563
H -0.276 1.312 -0.957
H 0.039 -0.116 -1.852
H 1.327 1.088 -1.524
H 1.805 1.576 0.971
H -3.743 -1.083 -0.458
H 1.632 0.026 2.020
*
```

Atom charges from the Mulliken analysis, given in e for atoms 1 to 5:
1. C -0.38
2. C -1.32
3. C -1.19
4. C 1.28
5. O -0.26

# 2
ORCA calculation (ωB97M-V/def2-TZVPD) on a structure of composition C4H7IOS in a non-equilibrium geometry.

energy relative to the best compared isomer or geometry (same formula, charge and spin) = 123.21 kJ/mol
LUMO = 0.221 eV
F_max = 6.609 eV/Å

Geometry as ORCA input:
```
! wB97M-V def2-TZVPD RIJCOSX def2/J DEFGRID3
* xyz 0 1
C 0.386 -1.111 -2.130
C -1.088 -0.213 0.116
C 1.422 -0.179 0.050
C 0.098 0.081 -0.618
O 1.257 -1.889 -2.220
S 0.168 1.789 -1.305
I -1.235 -0.797 -3.482
H -1.537 0.645 0.621
H -1.971 -0.458 -0.664
H -1.069 -1.013 0.698
H 1.401 -1.133 0.660
H 2.149 -0.221 -0.699
H 1.787 0.789 0.608
H -1.098 2.075 -0.966
*
```

Atom charges from the Mulliken analysis, given in e for atoms 1 to 5:
1. C 0.28
2. C -1.34
3. C -1.45
4. C 0.77
5. O -0.37

# 3
ORCA calculation (ωB97M-V/def2-TZVPD) on a structure of composition C4H7KO2 in a non-equilibrium geometry.

energy relative to the best compared isomer or geometry (same formula, charge and spin) = 177.73 kJ/mol
LUMO = -0.934 eV
F_max = 3.322 eV/Å

Geometry as ORCA input:
```
! wB97M-V def2-TZVPD RIJCOSX def2/J DEFGRID3
* xyz 0 1
O 3.145 -0.495 0.839
C 2.836 0.420 0.040
O 1.541 0.787 0.023
K 5.875 0.081 0.091
C -2.176 -0.526 -1.012
C -2.684 0.525 -0.307
H -2.201 -1.531 -0.580
H -1.621 -0.342 -1.937
H -3.403 0.339 0.495
H -2.809 1.495 -0.796
C 0.559 -0.071 0.605
H 0.676 -1.092 0.218
H -0.442 0.588 0.632
H 0.705 -0.177 1.689
*
```

Atom charges from the Mulliken analysis, given in e for atoms 1 to 5:
1. O -0.62
2. C -0.21
3. O -0.20
4. K 0.89
5. C -0.36

# 4
ORCA calculation (ωB97M-V/def2-TZVPD) on a structure of composition C4H7LiO2V in a non-equilibrium geometry.

energy relative to the best compared isomer or geometry (same formula, charge and spin) = 246.92 kJ/mol
LUMO (spin up / spin down) = -5.421 / -5.670 eV
F_max = 6.324 eV/Å
⟨S²⟩ = 6.081

Geometry as ORCA input:
```
! wB97M-V def2-TZVPD RIJCOSX def2/J DEFGRID3
* xyz 1 5
H 2.213 1.344 2.094
C -1.183 0.485 0.289
C 0.103 1.225 0.144
C 0.200 0.440 -1.100
C 0.824 -0.913 -1.190
O 1.223 -1.440 0.008
O -1.324 -0.515 1.060
Li -2.483 -1.527 2.199
V 0.119 -1.866 1.399
H -2.077 0.891 -0.204
H -0.028 2.327 -0.021
H 0.789 1.018 0.969
H -0.191 0.871 -2.023
H 1.692 -0.765 -1.876
H 0.125 -1.575 -1.748
*
```

Atom charges from the Mulliken analysis, given in e for atoms 1 to 5:
1. H 0.07
2. C 0.02
3. C -0.22
4. C -0.33
5. C -0.36

# 5
ORCA calculation (ωB97M-V/def2-TZVPD) on the molecule C4H7N in a non-equilibrium geometry.

energy relative to the best compared isomer or geometry (same formula, charge and spin) = 327.46 kJ/mol
LUMO = 0.567 eV
F_max = 3.006 eV/Å
SMILES = C=C=CCN

Geometry as ORCA input:
```
! wB97M-V def2-TZVPD RIJCOSX def2/J DEFGRID3
* xyz 0 1
C 1.001 0.108 -2.221
C 0.607 0.263 -0.979
C 0.592 0.562 0.306
C -0.744 0.287 0.903
N -0.730 -0.826 1.812
H 0.826 -0.818 -2.755
H 1.593 0.874 -2.710
H 1.384 1.076 0.839
H -1.180 1.167 1.386
H -1.191 -0.069 -0.175
H -0.531 -1.692 1.317
H -1.627 -0.933 2.276
*
```

Atom charges from the Mulliken analysis, given in e for atoms 1 to 5:
1. C -0.70
2. C 0.04
3. C -0.25
4. C -0.29
5. N -0.60

# 6
ORCA calculation (ωB97M-V/def2-TZVPD) on the molecule C4H7N in a non-equilibrium geometry.

energy relative to the best compared isomer or geometry (same formula, charge and spin) = 350.40 kJ/mol
LUMO = 1.063 eV
F_max = 9.636 eV/Å
SMILES = C=C[C@@H]1CN1

Geometry as ORCA input:
```
! wB97M-V def2-TZVPD RIJCOSX def2/J DEFGRID3
* xyz 0 1
C -1.891 0.278 -0.134
C -0.868 -0.543 0.117
C 0.382 -0.308 0.495
C 1.490 0.675 0.064
N 1.649 -0.765 -0.293
H -1.653 1.324 -0.281
H -2.963 -0.197 -0.303
H -1.294 -1.653 0.108
H 0.360 -0.548 1.494
H 1.110 1.505 -0.666
H 2.290 1.019 0.792
H 1.386 -0.787 -1.392
*
```

Atom charges from the Mulliken analysis, given in e for atoms 1 to 5:
1. C -0.61
2. C -0.45
3. C 0.08
4. C -0.20
5. N -0.54

# 7
ORCA calculation (ωB97M-V/def2-TZVPD) on the molecule C4H7N in a non-equilibrium geometry.

energy relative to the best compared isomer or geometry (same formula, charge and spin) = 2.20 kJ/mol
LUMO = 0.892 eV
F_max = 1.078 eV/Å
SMILES = CC(C)C#N

Geometry as ORCA input:
```
! wB97M-V def2-TZVPD RIJCOSX def2/J DEFGRID3
* xyz 0 1
C 1.146 -0.694 0.254
C 0.021 0.075 -0.452
C -1.336 -0.099 0.250
C 0.358 1.506 -0.545
N 0.620 2.631 -0.599
H 0.918 -1.765 0.236
H 2.108 -0.540 -0.243
H 1.240 -0.380 1.298
H -0.053 -0.294 -1.483
H -1.464 -1.141 0.558
H -1.394 0.533 1.141
H -2.164 0.169 -0.412
*
```

Atom charges from the Mulliken analysis, given in e for atoms 1 to 5:
1. C -1.33
2. C 0.70
3. C -1.28
4. C 0.09
5. N -0.44

# 8
ORCA calculation (ωB97M-V/def2-TZVPD) on a cluster of 2 separate species, C4H7N in total in a non-equilibrium geometry.

energy relative to the best compared isomer or geometry (same formula, charge and spin) = 237.69 kJ/mol
LUMO = 1.055 eV
F_max = 4.634 eV/Å
SMILES = C=CC.C#N

Geometry as ORCA input:
```
! wB97M-V def2-TZVPD RIJCOSX def2/J DEFGRID3
* xyz 0 1
C 0.933 0.696 -0.545
C -0.363 0.879 -0.250
C -0.843 0.509 1.036
H 1.630 0.443 0.225
H 1.260 0.993 -1.447
H -1.115 1.266 -0.989
H -1.052 -0.597 0.946
H -0.150 0.631 2.019
H -1.797 0.827 1.303
C 0.522 -1.896 -0.838
N -0.201 -2.516 -0.217
H 1.175 -1.236 -1.244
*
```

Atom charges from the Mulliken analysis, given in e for atoms 1 to 5:
1. C -1.46
2. C 0.37
3. C -0.93
4. H 0.44
5. H 0.46

# 9
ORCA calculation (ωB97M-V/def2-TZVPD) on the molecule C4H7N in a non-equilibrium geometry.

energy relative to the best compared isomer or geometry (same formula, charge and spin) = 253.90 kJ/mol
LUMO = 1.077 eV
F_max = 2.636 eV/Å
SMILES = C#CCCN

Geometry as ORCA input:
```
! wB97M-V def2-TZVPD RIJCOSX def2/J DEFGRID3
* xyz 0 1
C -1.670 -0.954 -1.126
C -0.673 -1.195 -0.477
C 0.467 -1.015 0.426
C 0.344 0.493 0.779
N 0.440 1.276 -0.533
H -2.518 -0.751 -1.702
H 1.380 -1.390 -0.029
H 0.163 -1.671 1.322
H -0.674 0.689 1.252
H 1.171 0.876 1.447
H 0.174 2.314 -0.398
H 1.396 1.327 -0.960
*
```

Atom charges from the Mulliken analysis, given in e for atoms 1 to 5:
1. C -0.03
2. C -0.39
3. C -0.48
4. C -0.49
5. N -0.58

# 10
ORCA calculation (ωB97M-V/def2-TZVPD) on a cluster of 2 separate species, C4H7N in total in a non-equilibrium geometry.

energy relative to the best compared isomer or geometry (same formula, charge and spin) = 338.64 kJ/mol
LUMO = 0.957 eV
F_max = 4.599 eV/Å

Geometry as ORCA input:
```
! wB97M-V def2-TZVPD RIJCOSX def2/J DEFGRID3
* xyz 0 1
C 0.791 1.547 0.156
C -2.218 0.006 -0.200
C 0.484 0.317 0.445
C 1.126 -0.996 0.427
N -1.542 0.058 0.830
H 0.085 2.357 0.202
H 1.800 1.820 -0.135
H -3.293 -0.144 -0.072
H -1.881 0.094 -1.234
H 0.480 -1.722 -0.066
H 2.072 -0.945 -0.115
H 1.314 -1.345 1.440
*
```

Atom charges from the Mulliken analysis, given in e for atoms 1 to 5:
1. C -0.74
2. C -0.25
3. C 0.43
4. C -0.87
5. N -0.51

# 11
ORCA calculation (ωB97M-V/def2-TZVPD) on a cluster of 2 separate species, C4H7N in total in a non-equilibrium geometry.

energy relative to the best compared isomer or geometry (same formula, charge and spin) = 386.27 kJ/mol
LUMO (spin up / spin down) = 1.228 / -1.193 eV
F_max = 8.519 eV/Å
⟨S²⟩ = 2.006

Geometry as ORCA input:
```
! wB97M-V def2-TZVPD RIJCOSX def2/J DEFGRID3
* xyz 0 3
C 1.887 0.893 0.247
C 2.009 -0.268 0.784
C -1.590 -0.691 -0.382
C -2.110 0.422 0.080
N 2.100 -0.177 -0.736
H 1.558 1.887 0.068
H 2.063 -0.904 1.681
H 1.244 -0.673 -1.023
H -0.527 -0.888 -0.488
H -2.224 -1.356 -0.976
H -3.114 0.564 0.367
H -1.296 1.190 0.377
*
```

Atom charges from the Mulliken analysis, given in e for atoms 1 to 5:
1. C -0.20
2. C -0.39
3. C -0.19
4. C -0.43
5. N -0.38

# 12
ORCA calculation (ωB97M-V/def2-TZVPD) on the molecule C4H7N2 in a non-equilibrium geometry.

energy relative to the best compared isomer or geometry (same formula, charge and spin) = 33.19 kJ/mol
LUMO (spin up / spin down) = 1.130 / 1.091 eV
F_max = 2.865 eV/Å
⟨S²⟩ = 0.756

Geometry as ORCA input:
```
! wB97M-V def2-TZVPD RIJCOSX def2/J DEFGRID3
* xyz 0 2
C 0.886 0.976 1.329
C 0.176 0.176 0.341
C -1.187 0.033 0.203
N -1.422 -0.666 -0.967
C -0.218 -1.115 -1.528
N 0.736 -0.569 -0.656
H 1.434 1.857 0.975
H 1.670 0.401 1.856
H 0.335 1.373 2.182
H -1.903 0.669 0.697
H -2.340 -0.928 -1.233
H 0.132 -1.436 -2.494
H 1.702 -0.771 -0.704
*
```

Atom charges from the Mulliken analysis, given in e for atoms 1 to 5:
1. C -1.23
2. C 0.57
3. C -0.44
4. N -0.07
5. C -0.56